Formula: C3H9N4S4
Source: the Open Molecules 2025 dataset
Level of theory: wB97M-V/def2-TZVPD

```
20
C3H9N4S4 wB97M-V/def2-TZVPD
S 2.77 -0.40 -0.97
S -2.26 -0.31 1.81
S -3.03 1.32 -0.53
S 0.05 0.37 -1.89
N 1.22 1.27 0.42
N -0.63 -1.83 -0.10
N -0.90 1.78 0.97
N 0.29 2.01 0.98
C 1.09 0.06 -0.35
C -1.87 0.92 0.74
C 0.48 -1.07 0.52
H 2.11 1.76 0.36
H 1.07 0.63 -2.71
H 1.29 -1.76 0.77
H -1.53 -1.51 0.41
H 0.10 -0.65 1.46
H -0.52 -2.84 0.04
H -2.36 2.35 -1.05
H -0.70 -1.61 -1.11
H 3.33 -0.51 0.24
```

## Properties
LUMO energy: -4.051 eV
SMILES string: [NH3+]CC(S)(S)N/N=N\C(=S)S
energy: -52548.589 eV
HOMO level: -12.567 eV
frontier orbital gap: 8.5162 eV
charge: +1
energy above the lowest of the compared OMol25 structures with the same formula, charge and spin: 29.9 kJ/mol